(1)
{
  "formula": "C38H41AsCoNS6",
  "method": "wB97M-V/def2-TZVPD",
  "gap_ev": [6.49, 7.97],
  "spin_multiplicity": 2,
  "de_lowest_kj_mol": 89.78,
  "charge": 1,
  "e_homo_ev": [-9.8657, -9.9517],
  "lumo_energy_ev": [-3.4, -2.0],
  "species": ["Co", "C", "C", "S", "C", "C", "S", "C", "C", "S", "C", "C", "S", "H", "H", "H", "H", "H", "H", "H", "H", "H", "H", "H", "H", "H", "H", "H", "H", "S", "C", "C", "C", "C", "C", "C", "As", "C", "C", "C", "C", "C", "C", "C", "C", "C", "C", "C", "C", "H", "H", "H", "H", "H", "H", "H", "H", "H", "H", "H", "H", "H", "H", "N", "S", "C", "C", "C", "C", "C", "C", "C", "C", "C", "C", "C", "C", "H", "H", "H", "H", "H", "H", "H", "H", "H", "H", "H"],
  "positions_angstrom": [[-0.1862, -0.7910, -0.5239], [-2.6512, -2.9707, -2.3259], [-3.5060, -1.7585, -1.9995], [-3.8989, -1.7073, -0.2294], [-3.9360, 0.0800, 0.0950], [-3.4386, 0.3636, 1.5054], [-1.6815, -0.0922, 1.7773], [-1.7491, -1.1942, 3.2571], [-1.1058, -2.5752, 3.1644], [-1.8778, -3.6981, 1.9570], [-0.4414, -4.0651, 0.8944], [-0.8500, -4.3813, -0.5355], [-0.9409, -2.9140, -1.6462], [-2.5247, -3.0356, -3.4054], [-3.1127, -3.8886, -1.9658], [-4.4285, -1.7929, -2.5805], [-2.9614, -0.8472, -2.2347], [-4.9556, 0.4472, -0.0223], [-3.2949, 0.5787, -0.6309], [-4.0361, -0.1596, 2.2502], [-3.5001, 1.4334, 1.7044], [-2.8022, -1.2890, 3.5153], [-1.2499, -0.6393, 4.0529], [-1.1820, -3.0434, 4.1467], [-0.0544, -2.5061, 2.9046], [0.0930, -4.9098, 1.3304], [0.1994, -3.1892, 0.9043], [-1.8135, -4.8870, -0.5789], [-0.0993, -5.0272, -0.9878], [1.7305, -0.6156, -1.7520], [1.4226, 0.2805, -3.2283], [2.3579, 0.1944, -4.2606], [2.1658, 0.8967, -5.4376], [1.0376, 1.6902, -5.6003], [0.1102, 1.7865, -4.5765], [0.2995, 1.0981, -3.3827], [-0.9715, 1.1301, -1.9226], [-2.4300, 2.1592, -2.7474], [-3.4657, 1.4939, -3.3972], [-4.4756, 2.2053, -4.0280], [-4.4612, 3.5913, -4.0104], [-3.4241, 4.2612, -3.3763], [-2.4116, 3.5508, -2.7503], [-0.2721, 2.4830, -0.7074], [1.0776, 2.8049, -0.6508], [1.5302, 3.7314, 0.2792], [0.6423, 4.3318, 1.1596], [-0.7054, 3.9966, 1.1208], [-1.1587, 3.0739, 0.1931], [3.2279, -0.4345, -4.1219], [2.8976, 0.8214, -6.2311], [0.8844, 2.2343, -6.5226], [-0.7680, 2.4064, -4.7070], [-3.4785, 0.4116, -3.4342], [-5.2704, 1.6748, -4.5359], [-5.2514, 4.1493, -4.4951], [-3.3996, 5.3431, -3.3718], [-1.5987, 4.0864, -2.2783], [1.7737, 2.3425, -1.3408], [2.5825, 3.9831, 0.3176], [0.9914, 5.0618, 1.8788], [-1.4014, 4.4662, 1.8041], [-2.2137, 2.8224, 0.1501], [1.1127, -0.9911, 1.0786], [2.6629, -1.3723, 1.1445], [3.5714, 0.0756, 1.7122], [4.9395, -0.0560, 1.9030], [5.6558, 1.0249, 2.3890], [5.0021, 2.2173, 2.6762], [3.6377, 2.3387, 2.4609], [2.9117, 1.2629, 1.9668], [2.8322, -2.3777, 2.6408], [2.9993, -3.7437, 2.4718], [3.0173, -4.5703, 3.5865], [2.8651, -4.0274, 4.8537], [2.7030, -2.6564, 5.0129], [2.6876, -1.8247, 3.9053], [0.8068, -0.5347, 1.9316], [5.4346, -0.9950, 1.6838], [6.7224, 0.9389, 2.5460], [5.5628, 3.0575, 3.0637], [3.1333, 3.2714, 2.6760], [1.8507, 1.3644, 1.7718], [3.1104, -4.1559, 1.4756], [3.1531, -5.6367, 3.4652], [2.8771, -4.6740, 5.7210], [2.5961, -2.2338, 6.0032], [2.5663, -0.7551, 4.0312]],
  "atomic_forces_ev_per_a": [[0.6, 0.2, 0.5], [0.3, 0.1, 0.1], [0.0, 0.0, 0.4], [0.0, 0.1, -0.1], [0.1, -0.4, 0.0], [0.3, 0.0, 0.0], [-0.1, -0.3, -0.3], [0.1, 0.0, -0.2], [-0.2, -0.1, -0.3], [0.2, 0.1, 0.0], [-0.3, 0.0, 0.1], [0.0, 0.2, -0.1], [-0.3, 0.1, 0.2], [-0.1, -0.1, 0.0], [0.0, 0.0, -0.1], [0.1, 0.0, -0.1], [0.0, -0.2, 0.0], [0.0, 0.2, 0.0], [-0.1, 0.0, 0.0], [0.0, 0.0, 0.0], [-0.1, 0.0, 0.1], [0.0, 0.0, 0.0], [-0.1, 0.0, 0.1], [0.1, 0.1, 0.0], [0.1, 0.0, 0.1], [0.1, 0.0, -0.1], [0.2, 0.0, 0.1], [0.0, -0.1, 0.0], [-0.1, -0.1, 0.0], [-0.5, -0.1, 0.3], [-0.2, 0.0, 0.0], [0.0, 0.0, 0.0], [0.0, 0.0, 0.1], [0.0, 0.0, -0.1], [-0.1, 0.1, 0.0], [0.1, -0.1, -0.1], [0.5, 0.4, -0.3], [-0.1, -0.3, 0.2], [0.1, -0.1, 0.0], [0.0, 0.0, 0.0], [0.0, 0.0, 0.0], [-0.1, 0.0, 0.0], [0.2, 0.0, 0.1], [-0.1, 0.0, 0.1], [0.0, 0.0, -0.2], [0.0, 0.1, 0.0], [0.0, 0.0, 0.0], [0.0, 0.0, 0.0], [0.0, -0.1, 0.0], [0.0, 0.0, -0.1], [0.0, 0.0, 0.0], [0.0, 0.0, 0.0], [0.0, 0.0, 0.0], [-0.1, 0.2, -0.1], [0.0, 0.0, 0.0], [0.0, 0.0, 0.0], [0.0, 0.0, 0.0], [0.0, 0.0, 0.0], [0.0, 0.0, 0.0], [0.0, 0.0, -0.1], [0.0, 0.0, 0.0], [0.0, 0.0, 0.0], [0.0, 0.1, 0.0], [-0.5, -0.1, -0.4], [0.2, 0.0, 0.6], [-0.1, -0.1, -0.1], [0.1, 0.0, 0.0], [0.0, -0.1, 0.0], [0.0, 0.1, 0.0], [0.1, 0.0, 0.1], [-0.1, 0.0, 0.0], [-0.1, 0.1, -0.3], [0.0, 0.0, -0.2], [0.0, 0.0, 0.0], [0.0, 0.0, 0.0], [0.0, 0.0, 0.0], [-0.1, 0.1, 0.1], [0.0, 0.0, 0.1], [0.0, 0.0, 0.0], [0.0, 0.0, 0.0], [0.0, 0.0, 0.0], [0.0, 0.0, 0.0], [0.0, 0.0, 0.0], [0.0, 0.0, 0.0], [0.0, 0.0, 0.0], [0.0, 0.0, 0.0], [0.0, 0.0, 0.0], [0.0, 0.0, 0.0]],
  "mulliken_charge": [0.491, -1.192, 1.143, -0.154, 0.502, -1.541, 0.647, -1.368, 0.777, -0.172, 0.896, -0.979, 0.168, 0.449, 0.525, 0.674, -1.526, 0.673, -0.761, 0.535, 0.497, 0.432, 0.466, 0.629, -0.975, 0.497, -1.128, 0.424, 0.439, -0.416, 0.784, -0.800, -0.681, -0.842, -0.512, -0.102, 0.985, 0.235, -0.154, -0.851, -0.586, -0.730, -0.266, 0.067, -0.369, -0.891, -0.599, -1.059, 0.232, 0.511, 0.394, 0.419, 0.428, 0.345, 0.448, 0.407, 0.430, 0.474, 0.339, 0.609, 0.443, 0.451, 0.707, 0.065, 0.088, 0.558, -0.458, -0.690, -0.701, -0.745, 0.118, 0.435, -0.409, -0.675, -0.491, -0.718, -0.403, -0.199, 0.463, 0.412, 0.421, 0.551, 0.210, 0.475, 0.441, 0.426, 0.440, 0.468]
}


(2)
{
  "formula": "C4H4O2",
  "method": "wB97M-V/def2-TZVPD",
  "gap_ev": 10.63,
  "spin_multiplicity": 1,
  "de_lowest_kj_mol": 194.21,
  "smiles": "O=C1C[C@H]2O[C@@H]12",
  "e_homo_ev": -9.7181,
  "lumo_energy_ev": 0.9,
  "species": ["O", "C", "C", "C", "O", "C", "H", "H", "H", "H"],
  "positions_angstrom": [[-0.4550, 2.2659, -0.2265], [-0.1887, 1.1073, -0.1012], [-1.0252, -0.1519, 0.1488], [0.2485, -0.9591, -0.0595], [0.9176, -0.5295, -1.2409], [1.0888, 0.2452, -0.0500], [-1.9666, -0.3806, -0.3534], [-1.1583, -0.0291, 1.2324], [0.4681, -1.9688, 0.2682], [2.0708, 0.4005, 0.3822]],
  "atomic_forces_ev_per_a": [[0.3, -0.6, 0.1], [-0.1, 0.5, 0.1], [-0.2, 0.0, 0.0], [-0.1, -0.2, 0.3], [-0.1, 0.0, -0.2], [0.3, 0.2, 0.1], [0.2, 0.1, -0.1], [-0.4, -0.4, 0.0], [0.1, 0.3, 0.1], [0.0, 0.1, -0.3]],
  "mulliken_charge": [-0.537, 0.226, -0.375, -0.154, -0.390, -0.103, 0.323, 0.213, 0.400, 0.397]
}


(3)
{
  "formula": "C3H3FeLiO4",
  "method": "wB97M-V/def2-TZVPD",
  "gap_ev": [7.34, 9.84],
  "spin_multiplicity": 6,
  "de_lowest_kj_mol": 34.64,
  "charge": 1,
  "e_homo_ev": [-11.3190, -14.6196],
  "lumo_energy_ev": [-4.0, -4.8],
  "species": ["C", "C", "O", "C", "O", "O", "O", "H", "H", "H", "Fe", "Li"],
  "positions_angstrom": [[-1.9683, 1.0354, 0.3512], [-1.1287, 0.8326, -0.8771], [0.2196, 0.5029, -0.6338], [0.5967, -0.8017, -0.3548], [0.0662, -1.5338, 0.4734], [1.6629, -1.0644, -0.9456], [-1.6400, 0.7173, 1.4745], [-2.9094, 1.5913, 0.1709], [-1.1080, 1.7698, -1.4483], [-1.6353, 0.0596, -1.4808], [2.3475, 0.9231, -0.9471], [-0.8627, -0.9759, 1.9870]],
  "atomic_forces_ev_per_a": [[0.2, 0.7, 0.3], [-0.6, 0.1, -0.2], [-0.8, 0.2, 0.3], [1.2, -1.9, 0.6], [-1.5, 0.8, 0.2], [0.9, 1.0, -0.5], [-0.2, -0.3, -0.3], [0.1, -0.3, 0.1], [-0.2, -0.2, 0.1], [0.2, 0.2, 0.0], [0.5, -0.4, -0.4], [0.1, 0.0, -0.1]],
  "mulliken_charge": [0.170, -0.458, -0.315, 1.081, -0.701, -0.643, -0.584, 0.403, 0.339, 0.348, 0.414, 0.947]
}


(4)
{
  "formula": "CH4ClNO",
  "method": "wB97M-V/def2-TZVPD",
  "gap_ev": [6.81, 8.31],
  "spin_multiplicity": 3,
  "de_lowest_kj_mol": 108.33,
  "e_homo_ev": [-5.8531, -10.8205],
  "lumo_energy_ev": [1.0, -2.5],
  "species": ["C", "N", "O", "Cl", "H", "H", "H", "H"],
  "positions_angstrom": [[0.3762, -0.4143, -0.4783], [-0.7671, 0.7241, -0.2813], [1.0775, -0.6136, 0.7003], [-1.2204, 0.6965, 1.4079], [0.9709, -0.1169, -1.3422], [-0.4169, -1.2163, -0.7538], [-0.3890, 1.5994, -0.5842], [0.3687, -0.6590, 1.3315]],
  "atomic_forces_ev_per_a": [[-3.9, 0.0, -0.7], [5.0, -1.6, -4.3], [0.4, 0.1, -1.9], [-2.8, 0.3, 5.9], [0.2, -0.2, 0.4], [2.0, 0.4, 0.3], [-0.5, 1.2, -0.9], [-0.3, -0.3, 1.2]],
  "mulliken_charge": [-0.187, -0.243, -0.411, -0.321, 0.349, 0.227, 0.280, 0.306]
}